{
  "formula": "C62H160N12O19",
  "method": "ωB97M-V with the def2-TZVPD basis set",
  "largest_force_ha_per_bohr": 0.0548,
  "smiles": "COC[C@H](C)N.COC[C@H](C)N.COC[C@H](C)N.COC[C@H](C)N.COC[C@H](C)N.COCCNCCOC.COCCNCCOC.COCCNCCOC.COCCNCCOC.COCCNCCOC.COCCNCCOC.COCCNCCOC",
  "homo_ev": -8.00,
  "e_lumo_ev": 0.54,
  "e_tot_ev": -123656.30208,
  "elements": ["C", "O", "C", "C", "C", "N", "H", "H", "H", "H", "H", "H", "H", "H", "H", "H", "H", "C", "O", "C", "C", "C", "N", "H", "H", "H", "H", "H", "H", "H", "H", "H", "H", "H", "C", "O", "C", "C", "C", "N", "H", "H", "H", "H", "H", "H", "H", "H", "H", "H", "H", "C", "O", "C", "C", "C", "N", "H", "H", "H", "H", "H", "H", "H", "H", "H", "H", "H", "C", "O", "C", "C", "C", "N", "H", "H", "H", "H", "H", "H", "H", "H", "H", "H", "H", "C", "O", "C", "C", "N", "C", "C", "O", "C", "H", "H", "H", "H", "H", "H", "H", "H", "H", "H", "H", "H", "H", "H", "H", "C", "O", "C", "C", "N", "C", "C", "O", "C", "H", "H", "H", "H", "H", "H", "H", "H", "H", "H", "H", "H", "H", "H", "H", "C", "O", "C", "C", "N", "C", "C", "O", "C", "H", "H", "H", "H", "H", "H", "H", "H", "H", "H", "H", "H", "H", "H", "H", "C", "O", "C", "C", "N", "C", "C", "O", "C", "H", "H", "H", "H", "H", "H", "H", "H", "H", "H", "H", "H", "H", "H", "H", "C", "O", "C", "C", "N", "C", "C", "O", "C", "H", "H", "H", "H", "H", "H", "H", "H", "H", "H", "H", "H", "H", "H", "H", "C", "O", "C", "C", "N", "C", "C", "O", "C", "H", "H", "H", "H", "H", "H", "H", "H", "H", "H", "H", "H", "H", "H", "H", "C", "O", "C", "C", "N", "C", "C", "O", "C", "H", "H", "H", "H", "H", "H", "H", "H", "H", "H", "H", "H", "H", "H", "H"],
  "positions_angstrom": [[-0.1962, 6.1957, -4.7921], [-1.5042, 6.1531, -4.1308], [-1.5729, 5.7759, -2.7680], [-0.8834, 4.4554, -2.2563], [-1.2105, 3.1639, -3.0083], [-1.1951, 4.3568, -0.8590], [-0.1553, 6.9070, -5.6170], [-0.0170, 5.2067, -5.2139], [0.5976, 6.3610, -4.0636], [-1.3015, 6.6166, -2.1294], [-2.6524, 5.7950, -2.6184], [0.1774, 4.6608, -2.4002], [-0.6829, 2.3312, -2.5431], [-0.9841, 3.2680, -4.0694], [-2.2869, 3.0118, -3.0872], [-0.8335, 5.1767, -0.3930], [-0.7053, 3.5724, -0.4528], [-4.0983, 0.3540, -1.3685], [-5.1893, -0.5564, -1.1860], [-4.8849, -1.5833, -0.2477], [-6.2069, -2.4775, -0.0978], [-7.3675, -1.7315, 0.6420], [-5.8712, -3.7254, 0.5974], [-4.4461, 1.1110, -2.0714], [-3.1982, -0.1400, -1.7345], [-3.7269, 0.8965, -0.4991], [-3.9884, -2.1381, -0.5244], [-4.5890, -1.1664, 0.7149], [-6.6260, -2.6396, -1.0909], [-7.1099, -1.4116, 1.6517], [-8.2242, -2.4023, 0.7071], [-7.5864, -0.7525, 0.2156], [-6.7219, -4.1039, 0.9888], [-5.3837, -3.4084, 1.4232], [-8.1987, 2.1731, -0.0674], [-7.2369, 2.6689, 0.8954], [-6.8861, 1.7600, 1.8461], [-5.5482, 2.0595, 2.6657], [-4.9323, 0.9047, 3.4278], [-5.8830, 3.0469, 3.6853], [-7.8355, 1.3271, -0.6509], [-8.5141, 2.9960, -0.7088], [-9.0361, 1.7872, 0.5140], [-7.7755, 1.6313, 2.4630], [-6.6672, 0.7958, 1.3873], [-4.7614, 2.3605, 1.9740], [-5.6392, 0.4224, 4.1029], [-4.1021, 1.2042, 4.0674], [-4.5552, 0.1293, 2.7610], [-5.0614, 3.3477, 4.1900], [-6.2558, 3.8877, 3.2679], [-3.9215, -6.9046, -3.6930], [-4.5996, -6.1832, -2.7496], [-5.1216, -6.7517, -1.5761], [-3.9793, -6.8344, -0.5098], [-4.4945, -7.3906, 0.8464], [-3.4298, -5.5574, -0.1678], [-4.6797, -7.5024, -4.1989], [-3.1492, -7.6186, -3.4068], [-3.4862, -6.1627, -4.3624], [-6.0023, -6.2183, -1.2186], [-5.4878, -7.7436, -1.8409], [-3.1145, -7.3947, -0.8653], [-5.4284, -6.9796, 1.2298], [-3.7461, -7.3685, 1.6387], [-4.6407, -8.4481, 0.6266], [-4.1687, -5.0624, 0.3109], [-3.2317, -5.0865, -1.0390], [-0.8186, -2.3031, -0.4087], [-0.6423, -1.2521, 0.5326], [-0.0407, -0.0425, 0.1084], [-0.0061, 1.1504, 1.1039], [-1.3855, 1.5284, 1.6224], [0.5918, 2.3747, 0.5043], [-1.3830, -1.8703, -1.2347], [-1.6263, -2.9824, -0.1361], [0.1110, -2.7983, -0.6890], [0.9800, -0.2860, -0.1864], [-0.5809, 0.2839, -0.7803], [0.7192, 0.8465, 1.8587], [-1.8839, 0.6600, 2.0530], [-2.0382, 1.8270, 0.8021], [-1.2781, 2.2080, 2.4679], [1.4648, 2.1961, 0.0288], [0.6594, 3.1270, 1.1748], [2.5240, 2.6809, -5.2915], [3.1263, 2.5510, -4.0213], [2.7151, 1.3937, -3.2374], [3.4608, 1.1799, -1.9159], [3.3005, 2.2551, -0.9412], [3.7819, 3.6236, -1.1697], [5.2815, 3.7233, -1.0117], [5.8652, 3.1089, 0.1581], [7.0284, 3.7573, 0.5921], [2.7562, 1.8516, -5.9597], [2.7427, 3.6576, -5.7232], [1.4342, 2.6892, -5.2708], [2.6057, 0.5130, -3.8703], [1.6900, 1.6382, -2.9589], [4.5075, 0.9740, -2.1400], [3.1425, 0.2152, -1.5208], [3.9814, 2.0021, -0.2394], [3.3186, 4.1673, -0.3464], [3.3690, 4.1503, -2.0300], [5.5510, 4.7788, -0.9728], [5.8283, 3.3370, -1.8719], [7.4730, 3.1345, 1.3684], [6.8708, 4.7808, 0.9322], [7.7832, 3.8637, -0.1870], [3.1323, -1.6518, 1.0045], [3.1314, -1.9647, -0.3734], [3.2366, -3.3810, -0.5732], [3.5727, -3.6146, -2.0201], [2.7864, -2.8717, -2.9703], [1.4679, -3.4865, -3.2504], [0.6492, -2.6217, -4.2397], [0.5339, -1.2499, -3.8517], [0.0716, -0.4123, -4.8927], [4.0995, -1.8662, 1.4592], [2.3347, -2.2341, 1.4659], [2.7532, -0.6363, 1.1196], [2.2570, -3.8337, -0.4193], [4.0110, -3.8225, 0.0541], [3.5955, -4.6829, -2.2353], [4.5930, -3.2392, -2.0981], [2.5706, -1.9754, -2.5578], [0.8565, -3.7423, -2.3851], [1.6934, -4.4483, -3.7111], [-0.3603, -3.0282, -4.3007], [1.2072, -2.7505, -5.1671], [0.0699, 0.6266, -4.5627], [-0.9091, -0.6857, -5.2817], [0.7826, -0.4679, -5.7170], [-3.0486, -6.0649, 5.3900], [-2.2153, -5.8410, 4.2542], [-0.8754, -5.5425, 4.6082], [-0.1562, -4.9437, 3.3979], [0.1680, -6.0083, 2.4615], [0.3887, -5.5524, 1.0897], [1.2176, -6.6062, 0.3796], [1.4417, -6.1444, -0.9793], [2.1998, -7.0335, -1.8056], [-2.4997, -6.7486, 6.0376], [-3.9788, -6.5320, 5.0665], [-3.1414, -5.1236, 5.9315], [-0.3623, -6.3628, 5.1101], [-0.8163, -4.7816, 5.3864], [0.7913, -4.4574, 3.6300], [-0.7873, -4.2493, 2.8433], [-0.7113, -6.5002, 2.3911], [0.9655, -4.6279, 1.1163], [-0.5172, -5.2189, 0.5836], [0.6926, -7.5599, 0.4337], [2.1006, -6.8252, 0.9800], [3.2531, -6.9291, -1.5450], [2.0323, -6.6195, -2.7999], [1.9206, -8.0853, -1.7437], [-3.3945, -3.2589, -3.5276], [-3.7263, -1.9048, -3.6958], [-5.1176, -1.5747, -4.0043], [-5.4019, -1.7395, -5.5432], [-5.1556, -0.5241, -6.3298], [-3.7742, -0.0627, -6.2289], [-3.5904, 1.3484, -6.8029], [-2.3651, 1.8195, -6.2871], [-2.1098, 3.2562, -6.4727], [-2.3943, -3.3294, -3.1003], [-3.3177, -3.9329, -4.3808], [-4.0812, -3.6532, -2.7785], [-5.3746, -0.5514, -3.7306], [-5.7150, -2.2502, -3.3919], [-6.4693, -1.9048, -5.6894], [-4.7683, -2.5203, -5.9640], [-5.8321, 0.1704, -6.0466], [-3.0763, -0.7150, -6.7538], [-3.4844, 0.0221, -5.1815], [-4.4788, 1.9192, -6.5328], [-3.6511, 1.3639, -7.8911], [-1.0526, 3.3196, -6.2150], [-2.5568, 3.9768, -5.7879], [-2.2021, 3.6187, -7.4965], [3.4552, -4.7190, 6.2244], [3.4338, -3.5266, 5.3920], [2.3176, -2.6866, 5.7174], [2.3402, -1.4674, 4.8153], [1.2328, -0.5297, 4.8833], [-0.1010, -0.9420, 4.5076], [-1.0833, 0.2043, 4.9489], [-0.8339, 0.5183, 6.3481], [-1.7934, 1.3756, 6.8763], [4.3779, -5.2725, 6.0500], [2.7064, -5.4545, 5.9303], [3.4114, -4.5749, 7.3039], [2.3474, -2.2436, 6.7128], [1.4570, -3.3501, 5.6323], [2.6117, -1.5824, 3.7660], [3.2191, -0.8826, 5.0865], [1.2205, -0.0362, 5.7644], [-0.4598, -1.8018, 5.0735], [-0.1792, -1.0633, 3.4272], [-2.1036, -0.1569, 4.8202], [-0.9146, 1.1359, 4.4088], [-1.6922, 1.3165, 7.9600], [-2.8316, 1.1830, 6.6055], [-1.5375, 2.3516, 6.4640], [2.6486, 3.0011, 3.6360], [3.5849, 1.9399, 3.4892], [4.9658, 2.3900, 3.2048], [5.7637, 1.1420, 2.7880], [5.6837, 0.0745, 3.8077], [6.4057, -1.1871, 3.7657], [7.8592, -1.0335, 4.1006], [7.9940, -0.4944, 5.3710], [9.4072, -0.1886, 5.5352], [1.7249, 2.4272, 3.7095], [2.6134, 3.5953, 2.7229], [2.7751, 3.7400, 4.4273], [5.4519, 2.8069, 4.0868], [4.9429, 3.1511, 2.4248], [6.8226, 1.3709, 2.6685], [5.3830, 0.7219, 1.8570], [4.7105, -0.0349, 4.0546], [6.2277, -1.7524, 2.8509], [5.8967, -1.7395, 4.5556], [8.3022, -0.4481, 3.2949], [8.3553, -2.0038, 4.1235], [9.6150, 0.3686, 6.4486], [9.9075, 0.3762, 4.7485], [9.9711, -1.1187, 5.6066], [0.4618, 5.8299, 2.4339], [0.6851, 6.1308, 1.0537], [2.0013, 6.5539, 0.8378], [2.2545, 6.7030, -0.6414], [3.6600, 7.0367, -0.9377], [4.0212, 7.3040, -2.3385], [5.3841, 7.8840, -2.3648], [5.6410, 9.2322, -1.8976], [5.4570, 10.2554, -2.8868], [0.8661, 6.6064, 3.0834], [0.7500, 4.8340, 2.7702], [-0.6222, 5.8260, 2.5477], [2.7552, 5.8701, 1.2278], [2.2097, 7.5181, 1.3015], [1.6096, 7.4950, -1.0221], [1.9442, 5.8019, -1.1704], [4.0100, 7.7412, -0.3043], [3.3309, 7.9395, -2.8932], [3.8865, 6.3950, -2.9247], [5.8655, 7.7800, -3.3372], [6.0659, 7.2748, -1.7715], [6.3149, 10.2889, -3.5583], [5.3520, 11.1984, -2.3504], [4.5895, 9.9862, -3.4895]],
  "forces_ev_per_a": [[-0.9431, -1.0344, 1.1347], [1.3724, 0.1594, -1.3841], [-0.7035, -0.3335, 0.0626], [-0.2904, 1.1346, -1.0972], [-0.5367, 1.0271, -0.4096], [-0.6812, 0.2012, 0.2159], [-0.4012, 0.2449, 0.3560], [0.1427, -0.1338, -0.1238], [0.0746, 0.3641, 0.0090], [0.8796, 0.1231, 0.1815], [-0.1765, -0.8043, 0.2025], [0.5999, -0.1694, -0.1567], [-0.1638, -0.1286, -0.1629], [0.7154, -0.1329, 0.0843], [-0.1891, -0.3005, 0.7005], [0.0181, 0.1473, 0.2339], [0.2069, -0.3310, 0.0771], [-0.0527, 0.0248, -0.3345], [0.8448, 0.1986, 0.8532], [-1.6174, -0.3571, -0.1339], [0.3099, 1.6289, 0.4473], [1.1169, 0.3328, 0.0630], [0.0578, 0.4718, -0.1469], [0.1271, -0.1399, -0.1231], [-0.1247, -0.3275, -0.4873], [-0.6525, -0.1014, 0.6885], [-0.1299, -0.5083, -0.6022], [-0.3480, 0.3413, 0.4425], [0.4758, -0.4375, -0.2179], [0.3414, -0.5488, 0.3700], [-0.1968, 0.2592, -0.1851], [-0.4017, -0.3882, -0.6785], [-0.3017, -0.2862, -0.1087], [0.4093, -0.1442, 0.4011], [0.3973, 0.0971, 1.3968], [0.0746, 1.6462, -2.2842], [1.4578, -1.9988, 1.1624], [-1.2600, 0.5415, 0.1269], [-0.5524, -1.1832, -0.1011], [-0.0332, 0.6215, -0.0218], [0.4683, 0.1097, -0.1342], [0.1690, -0.0773, 0.1652], [-0.4635, 0.0758, -0.1037], [0.2250, -0.2935, 0.9167], [-0.0782, -0.3165, -0.2626], [-0.1715, 0.4703, -0.4946], [-0.2579, 0.0456, -0.0029], [0.0876, 0.3908, -0.2043], [0.0811, -0.0332, -0.1354], [0.2072, -0.0685, 0.1060], [-0.1926, 0.1085, -0.1657], [-0.4731, -0.9370, -1.0388], [-0.4534, 2.3812, 1.3455], [1.3564, -1.5269, 0.0697], [-1.0499, 0.2334, 1.5271], [0.4121, -1.5961, -1.1524], [0.4389, 0.7395, -0.2771], [0.1165, -0.2440, -0.7194], [0.2642, 0.1813, 0.7348], [0.0053, -0.2725, -0.1888], [0.3360, 0.5747, -0.0650], [-0.0426, -0.5123, 0.2050], [-0.3821, -0.6785, -0.2438], [0.0101, 0.2865, -0.3242], [0.1316, 0.3679, -0.1817], [-0.4760, -0.2987, 0.4500], [-0.0050, 0.6209, -0.1604], [0.0456, 0.5664, -0.0822], [-0.9709, 1.4983, -0.5339], [-0.4225, -0.2491, 1.9984], [0.1094, 0.2300, -1.3482], [0.4645, -0.1485, 0.0287], [0.2365, -1.2836, 0.5052], [-1.1129, -1.1006, -0.7645], [0.7940, 0.2746, -1.0608], [0.5772, -0.4342, 1.2456], [-0.1089, 0.0440, -0.0541], [0.2978, 0.2337, -0.2331], [-0.0219, 0.2476, -0.4294], [-0.5055, -0.3303, 0.8900], [0.0740, -0.3140, 0.0616], [0.1973, 0.6724, 0.1245], [-0.2978, 0.5931, -0.4015], [0.5380, 0.1716, 0.0267], [0.2025, -0.1753, 0.1396], [-0.6777, -0.2605, 0.2949], [0.7535, -0.3151, 0.4076], [-1.3678, 1.1954, -0.1022], [0.7717, 0.3240, -2.0007], [0.0565, -0.5804, 0.1173], [-0.3877, -0.2434, 1.0010], [1.3989, 1.0284, -0.5692], [-1.2844, -0.0045, -0.3696], [0.5361, -0.1019, -0.1372], [0.4906, 0.0178, -0.1704], [0.6726, -0.1696, 0.0628], [-0.4643, -0.1542, 0.5604], [0.6300, -0.2704, 0.0491], [-0.4558, -0.1330, 0.2168], [0.4806, 0.2262, -0.1926], [-0.5153, 0.1960, 0.3230], [-0.4092, -0.5518, 0.8703], [0.1769, 0.2126, 0.2969], [0.4806, -0.5246, -0.4358], [-0.1913, 0.3262, -0.0229], [-0.1322, -0.3087, -0.2860], [-0.1308, 0.2010, 0.1313], [-0.4011, 0.0696, 0.3577], [0.0555, -0.2682, -0.4309], [-1.1686, -0.1709, -0.3673], [0.5624, -0.4027, -0.0554], [-1.0208, 0.3793, -0.4988], [1.3373, 0.5072, 0.1398], [-1.5938, -0.2428, -0.2955], [0.1919, 0.6016, -0.0942], [0.5678, -0.2563, 0.5839], [0.2917, -0.5218, 0.4078], [0.5185, -0.1363, -0.3086], [0.0139, 0.2659, 0.2051], [0.1056, -0.4191, 0.4628], [0.7148, 0.3150, 0.0272], [-0.0301, -0.1057, 0.6737], [-0.0630, -0.0551, 0.2670], [-0.1445, 0.0280, -0.1050], [0.3248, -0.1408, -0.3758], [0.2424, 0.3878, -0.0063], [0.0860, 0.2029, 0.4332], [-0.2630, -0.0506, -0.3749], [-0.0788, -0.2365, -0.3629], [-0.2996, 0.4950, -0.5142], [-0.2002, -0.1659, 0.2928], [-0.2090, -0.0732, 0.2209], [0.0897, -0.0002, -0.3512], [1.3800, -0.1408, -0.3070], [0.0299, -0.1232, -0.1517], [0.1141, 1.4570, 0.1196], [0.3135, -0.8137, -0.5465], [-0.6147, -0.6995, -0.5162], [0.9755, 0.7206, 0.4430], [-0.6386, 0.3747, -0.7078], [-0.1021, -1.1863, 1.1299], [-0.1511, 1.1727, 0.3729], [-0.2719, -0.2963, 0.3458], [0.0296, 0.3622, 0.0434], [-0.5553, 0.0570, 0.0743], [0.1225, -0.6524, -0.6045], [-0.5387, 0.5168, 0.2472], [-0.1110, 0.2224, 0.4954], [-0.3953, 0.5713, 0.5965], [-0.1091, -0.6948, 0.1079], [0.3905, 0.0803, 0.1872], [-0.3433, -0.6145, -0.2805], [-0.3840, -0.2265, -0.5909], [0.6194, 0.5199, -0.3002], [0.2397, -0.2014, -0.0707], [0.1953, -0.4509, -0.1679], [-0.3156, 0.0178, 0.0681], [-0.2757, -0.0229, 1.1721], [-0.2366, 1.2997, -0.7142], [0.9743, -1.6017, -1.1472], [-0.0069, 1.0871, 0.6696], [0.4736, -0.6592, -0.3223], [-0.3171, 1.1422, 0.0734], [-0.6422, -0.6631, 0.0980], [-0.4218, 2.0820, -0.3390], [1.2390, -1.1952, 0.2321], [0.1278, 0.4569, 0.2002], [-0.6525, 0.3636, -0.6273], [-0.1052, -0.6116, -0.1089], [0.5689, -0.0100, 0.2644], [-0.3776, -0.0471, -0.1029], [0.0247, -0.6787, 0.0647], [-0.3034, -0.3054, 0.0984], [0.2336, 0.3516, 0.0576], [-0.1890, -0.4167, 0.1313], [0.3979, -0.1433, 0.0868], [0.0762, 0.5872, 0.6414], [0.5278, -0.1566, -0.3270], [0.1533, 0.0751, -0.2346], [-0.8523, -0.5045, 0.1798], [-0.3410, -0.3635, -0.1721], [0.5213, -0.0380, -0.8873], [0.0399, -0.5848, 1.5367], [0.2367, -0.5249, -0.7629], [0.4502, 1.1770, -0.8336], [0.2750, 0.0750, 0.0969], [-0.6213, 1.6500, 1.1086], [1.1868, -0.4592, 0.6639], [-0.2281, -1.8765, -1.1602], [0.3986, 0.6989, -0.0034], [0.3059, 0.4732, -0.2288], [-0.6210, 0.3044, -0.0677], [-0.2385, 0.6120, -0.0061], [0.1949, -0.5186, 0.5116], [-0.5996, 0.4167, -0.0489], [-0.5324, -1.0812, -0.2421], [0.0871, 0.0504, 0.6328], [-0.1098, -0.0947, 0.0610], [-0.0057, -0.5801, -0.2516], [-0.0931, -0.3038, -0.0311], [-0.1827, 0.1442, -0.0203], [-0.0514, -0.0518, -0.4025], [-0.0522, 0.3660, -0.0538], [-0.0963, -0.4975, -0.1492], [-0.3373, 0.6428, 0.4783], [-0.0761, -0.9251, -1.0203], [1.7868, 1.1283, 0.1755], [-0.7943, -1.2826, 0.2622], [-0.0362, -1.2383, 0.4196], [-0.5106, 1.4376, 0.3574], [-1.4607, 0.5374, 0.4929], [-0.6102, -0.8441, -0.6301], [2.1921, 1.6412, 0.2661], [-0.2691, -0.4859, 0.7951], [-0.3501, 0.5077, 0.3349], [0.0168, 0.0335, -0.3931], [0.3594, -0.4468, 0.5913], [-0.2945, 0.0709, 0.3456], [0.0098, -0.1429, -0.2004], [-0.0162, 0.3453, -0.1974], [-0.0433, 0.3933, -0.5676], [0.1573, -0.1918, 0.0174], [0.3955, -0.1513, -0.4481], [0.2574, -0.4211, 0.0755], [0.4641, 0.4187, 0.1147], [0.0521, -0.3827, -0.4631], [-0.6067, -0.0787, 0.1411], [-0.6760, 0.1795, -0.5391], [0.0168, -0.2905, 0.0388], [-1.2959, 0.3208, -0.3997], [0.2759, -0.3907, 0.8605], [0.9162, 0.0833, -0.5751], [0.2734, 0.7272, -0.8939], [-0.5239, -0.7982, 0.0441], [-1.3880, 0.3035, 0.9785], [2.6991, 0.2933, -0.5249], [-0.8787, -0.5009, -0.0682], [-0.0421, -1.1251, 0.3625], [0.1955, -0.0371, 0.0385], [0.6783, -0.0429, -0.3078], [-0.0766, 0.1969, 0.0641], [-0.0496, -0.4396, 0.2738], [-0.2038, 0.2856, 0.3591], [-0.3899, 0.2072, -0.0768], [0.1969, -0.2220, 0.0072], [-0.0368, 0.2739, -0.2062], [-0.4428, 0.7731, 0.2999], [0.7957, -0.4395, 0.1204], [-0.3775, 0.1516, -0.5599], [-0.2514, -0.1088, 0.4919], [0.2075, 0.0918, -0.0132], [-0.1517, -0.0793, -0.2188], [-0.2619, 0.5069, -0.0299]],
  "lowdin_charge": [-0.0628, -0.2011, -0.1906, -0.4317, -0.0297, 0.0521, 0.0837, 0.0541, 0.0730, 0.1110, 0.1212, 0.1058, 0.0637, 0.0357, 0.0828, 0.0451, 0.0127, -0.0842, -0.2027, -0.1596, -0.3604, -0.0549, 0.0370, 0.0921, 0.0763, 0.0698, 0.1052, 0.1059, 0.1203, 0.0669, 0.0758, 0.0450, 0.0719, 0.0798, -0.0646, -0.1798, -0.2285, -0.3924, -0.0777, 0.0286, 0.0722, 0.0901, 0.0835, 0.1293, 0.0819, 0.1264, 0.0821, 0.0564, 0.0577, 0.0634, 0.0711, -0.1265, -0.2183, -0.1671, -0.4193, -0.0590, 0.0386, 0.0885, 0.0881, 0.0797, 0.1195, 0.1177, 0.1305, 0.0712, 0.0667, 0.0683, 0.0259, 0.0508, -0.0767, -0.1926, -0.1738, -0.3780, -0.0535, 0.0609, 0.0712, 0.0731, 0.0710, 0.1011, 0.1159, 0.1145, 0.0622, 0.0679, 0.0681, 0.0377, 0.0545, -0.1171, -0.1978, -0.1660, -0.1698, -0.0467, -0.1749, -0.1807, -0.2104, -0.1213, 0.0865, 0.0858, 0.0596, 0.1106, 0.1034, 0.1197, 0.0954, 0.0872, 0.0950, 0.1076, 0.0988, 0.1275, 0.0789, 0.0911, 0.0875, -0.0983, -0.2153, -0.2056, -0.2139, -0.0232, -0.1843, -0.1909, -0.2015, -0.0977, 0.0852, 0.0794, 0.0810, 0.0857, 0.1326, 0.1045, 0.1162, 0.0806, 0.0871, 0.1076, 0.1062, 0.1188, 0.0679, 0.0776, 0.0882, -0.0901, -0.2011, -0.2292, -0.1955, -0.0600, -0.2158, -0.1948, -0.2180, -0.1015, 0.0816, 0.0888, 0.0862, 0.1231, 0.1031, 0.1107, 0.1200, 0.0970, 0.0951, 0.1049, 0.1155, 0.1208, 0.0812, 0.0750, 0.0857, -0.1138, -0.2192, -0.1534, -0.1786, -0.0785, -0.2104, -0.2350, -0.1871, -0.0745, 0.0733, 0.0748, 0.0727, 0.1093, 0.1036, 0.1106, 0.1127, 0.0972, 0.1238, 0.1023, 0.1149, 0.1195, 0.0540, 0.0805, 0.0876, -0.0949, -0.1862, -0.2103, -0.1986, -0.0503, -0.1723, -0.1743, -0.2117, -0.1279, 0.0807, 0.0746, 0.0846, 0.1271, 0.0956, 0.1025, 0.1052, 0.1043, 0.1048, 0.1069, 0.1087, 0.0970, 0.0923, 0.0789, 0.0867, -0.1202, -0.2012, -0.1547, -0.1804, -0.0551, -0.2008, -0.2847, -0.1525, -0.0959, 0.0767, 0.0524, 0.0890, 0.1218, 0.0963, 0.1011, 0.1036, 0.0656, 0.1048, 0.1178, 0.1145, 0.1228, 0.0823, 0.0805, 0.0797, -0.0819, -0.1861, -0.2512, -0.2060, -0.0433, -0.2107, -0.2291, -0.1982, -0.0929, 0.0927, 0.0573, 0.0921, 0.1145, 0.1260, 0.1192, 0.0952, 0.1111, 0.1095, 0.1158, 0.1208, 0.1166, 0.0811, 0.0879, 0.0787]
}